1.
27
Properties=species:S:1:pos:R:3:forces:R:3 method="wB97M-V/def2-TZVPD" total_charge=-1 homo_ev="-5.87 / -5.21" lumo_energy_ev="2.77 / 2.93"
C -1.46473 2.21874 0.22921 2.69 0.75 1.47
C -2.04107 -1.43212 -0.21020 1.87 2.08 0.11
C 2.22131 -0.49352 -1.41627 -0.71 -1.63 0.66
C -0.06955 1.54289 0.14830 -1.41 0.22 0.15
C -0.67479 -0.90099 0.35791 -1.83 -0.03 -0.17
N -0.20533 0.20782 -0.38844 0.15 1.13 -1.41
O 2.28636 -1.25880 1.11029 0.33 0.40 0.36
O 4.48979 -0.64807 0.17109 0.99 0.95 -0.13
O 2.83194 1.21019 0.44911 0.83 0.46 0.44
O 0.54150 1.56088 1.42873 -1.26 0.56 -0.63
O 0.66009 2.30121 -0.81779 0.13 -1.17 0.92
O 0.13540 -1.93220 0.08453 2.07 -1.51 0.63
O -0.80259 -0.61580 1.72349 -2.68 -1.78 -0.31
P 2.94504 -0.25148 0.20559 -0.64 -0.89 -0.64
H -1.85066 2.32459 -0.71746 -1.22 -0.22 -2.12
H -2.09721 1.84375 0.98126 -0.83 -1.03 0.60
H -1.22274 3.22484 0.55356 0.13 0.37 0.10
H -2.49184 -1.89186 0.61031 -1.23 -0.76 0.97
H -2.53670 -0.64202 -0.70428 -1.31 1.10 0.13
H -1.78861 -2.05944 -1.01352 0.38 -1.31 -0.66
H 2.00084 0.31204 -2.06555 0.18 0.64 -0.70
H 1.54683 -1.37017 -1.52327 0.81 0.65 -0.19
H 4.63590 -1.49281 -0.23089 0.03 -0.79 -0.18
H 1.46094 1.36282 1.19590 1.13 0.25 0.33
H 1.45934 1.72719 -0.84873 0.01 1.11 -0.28
H 1.03808 -1.66592 0.50606 -0.56 -0.82 -0.16
H -0.02617 -0.19460 1.99729 1.95 1.29 0.71

***

2.
49
Properties=species:S:1:pos:R:3:forces:R:3 method="wB97M-V/def2-TZVPD" total_charge=0 homo_ev=-8.47 relative_energy_kj_mol=248.4 lumo_energy_ev=0.22
O 1.14359 1.02457 -0.10407 1.59 0.51 -2.96
N -1.98919 1.86215 1.34251 0.53 -0.46 1.48
N 2.74718 -1.87417 1.03737 -1.17 2.43 1.18
N 4.45274 -0.49222 0.10664 -1.82 1.75 1.89
O 2.96321 0.42019 1.76542 0.51 -2.05 -1.04
O 2.71596 -4.15993 0.33295 -1.32 2.79 0.26
O 5.93325 -1.25496 -1.56265 -1.14 -0.23 1.00
O -2.66222 4.14268 -0.58972 0.16 -0.77 0.81
O -2.60112 3.17788 -2.64876 -0.47 -0.87 0.79
C 0.35499 1.33709 0.72005 -2.13 -0.91 2.45
C -1.89474 1.29785 2.56454 -0.04 1.64 -3.35
C 3.36959 -0.67918 0.95426 1.62 -0.85 -1.77
C 3.13453 -2.80890 0.23256 2.15 -3.03 -0.33
C 4.87416 -1.47201 -0.68972 0.02 1.57 0.70
C 4.24959 -2.69030 -0.58454 0.82 -1.18 -2.43
C 0.56779 -0.84183 4.35526 1.47 1.18 -0.03
C 1.80532 -0.61509 3.70132 -0.57 1.03 -1.99
C -0.58977 -0.13338 4.04501 -0.18 -0.55 0.96
C 1.79713 0.25405 2.51418 -0.67 -2.26 1.26
C -0.59344 0.68591 2.96461 -0.38 0.53 -1.87
C 0.56899 0.76454 2.08164 -1.65 1.15 1.43
N -0.89423 1.95116 0.46114 0.54 -0.83 1.33
C 1.32099 -4.35542 0.75240 2.66 -3.13 -0.44
C 6.35766 0.09200 -1.90790 -1.13 -0.25 -0.21
C -3.22246 1.39166 3.43166 1.91 -2.15 -0.03
C -3.18299 5.12800 -1.44956 0.19 -1.91 -1.66
C -2.84984 4.56688 -2.85717 1.70 0.42 -0.04
C -2.45950 2.87170 -1.24336 -0.14 1.24 -0.67
C -1.04884 2.45983 -0.93458 0.75 -1.22 0.48
H 4.61736 -3.46871 -1.28952 -0.68 0.31 0.92
H 0.53222 -1.38112 5.26424 0.25 -0.98 0.59
H 2.77477 -1.13335 3.90281 -1.17 0.50 0.19
H -1.53997 -0.21956 4.62121 1.14 -0.16 -0.28
H 1.42312 -5.20590 1.46644 -0.51 0.13 -0.97
H 0.91199 -3.63141 1.33027 -0.86 2.90 1.40
H 0.73400 -4.54745 -0.12992 -0.28 -0.31 -0.14
H 7.25981 -0.02639 -2.50368 -0.09 -0.08 0.13
H 6.51140 0.73914 -1.06385 0.29 -0.11 0.65
H 5.57225 0.59614 -2.49325 0.22 -0.37 -0.04
H -3.04754 1.98581 4.29846 0.42 0.65 0.70
H -4.04752 1.83646 2.92480 -0.28 0.14 -0.85
H -3.52938 0.38860 3.86404 0.33 0.96 -0.83
H -2.78697 6.10179 -1.26713 0.55 0.48 0.33
H -4.23561 5.14660 -1.37966 -1.45 0.24 0.41
H -1.85667 4.98276 -3.23062 -1.39 -0.10 0.16
H -3.66269 4.69243 -3.60132 0.57 -0.05 0.44
H -3.12197 2.02732 -0.90010 -0.08 1.26 -0.49
H -0.56964 1.71683 -1.60905 -1.05 -0.02 0.29
H -0.37765 3.27893 -1.06602 0.27 1.02 0.18

***

3.
21
Properties=species:S:1:pos:R:3:forces:R:3 method="wB97M-V/def2-TZVPD" total_charge=0 homo_ev=-8.22 relative_energy_kj_mol=175.8 lumo_energy_ev=1.00
C -0.27325 0.11833 2.54978 -0.55 0.04 -0.38
C 0.61674 0.37498 1.32866 0.93 -0.16 1.62
N -0.99968 -1.97766 0.03210 0.62 0.21 -0.10
C -0.53141 -0.78811 -0.64190 -1.97 -1.35 0.15
C -0.01656 0.27399 -0.03213 1.78 0.71 -1.05
C 0.31001 1.44500 -0.93884 -0.47 -1.44 1.36
C 1.55484 1.79912 -1.22513 -0.86 0.86 -0.35
C -0.93047 -0.92221 -2.12242 2.32 0.91 0.53
H -0.82000 -0.81698 2.46630 0.08 -0.18 0.06
H 0.31919 0.03966 3.45880 -0.06 0.29 0.11
H -1.06530 0.87584 2.63166 0.37 0.01 0.19
H 1.12962 1.33067 1.48535 -0.88 0.52 -0.40
H 1.56150 -0.18514 1.51090 -0.71 -0.85 -0.80
H -0.37018 -2.74898 -0.17666 -0.31 -0.08 0.05
H -1.08992 -1.88755 1.03102 0.26 0.05 0.05
H -0.63553 1.90066 -1.22096 0.60 0.71 -0.73
H 1.65461 2.67976 -1.83215 0.46 0.25 -0.28
H 2.45687 1.32153 -0.86403 -0.22 -0.19 0.06
H -0.15494 -0.38135 -2.69779 -0.48 -0.22 -0.05
H -1.88283 -0.47122 -2.36256 -0.41 -0.28 0.08
H -0.83330 -1.98035 -2.37997 -0.51 0.20 -0.10

***

no.,E_tot (Eh),F_max (eV Å⁻¹)
1,-1121.1726,3.2
2,-1406.3595,4.1
3,-329.2045,2.5